C95H200F15N10O15S5 | ωB97M-V with the def2-TZVPD basis set

Computed properties:
E: -242272.3732 eV
orbital gap: 10.01 eV
charge: +5
multiplicity: 1
E_LUMO: -6.7 eV
highest occupied orbital energy: -16.67 eV

Element x y z (Å)
H  -22.91  -10.96  -10.07
H  -23.29  -11.66  -3.05
N  -23.00  -13.05  -10.31
C  -29.63  -25.90  -9.00
O  -25.43  -16.70  -7.03
O  -23.46  -15.99  -8.34
C  -21.94  -13.40  -9.29
C  -27.64  -20.05  2.94
O  -25.52  -11.51  -2.10
H  -27.59  -18.98  2.72
H  -27.50  -21.99  1.95
C  -24.28  -22.24  -3.92
C  -33.37  -29.20  -5.45
C  -24.58  -12.32  -8.43
H  -30.50  -19.70  6.56
C  -20.71  -10.39  -2.40
F  -23.70  -15.42  -5.30
C  -33.76  -15.62  -7.04
S  -29.07  -22.51  -4.95
H  -29.35  -24.51  -7.22
F  -32.04  -16.71  -0.65
O  -30.95  -19.23  -1.20
F  -23.83  -17.50  -4.94
H  -26.76  -16.68  -11.65
C  -27.18  -15.26  -2.96
C  -18.18  -15.66  -1.90
C  -32.03  -29.25  -6.16
H  -30.23  -27.72  -10.04
C  -28.95  -15.71  -4.78
H  -22.97  -11.70  -4.75
H  -26.44  -17.29  -2.86
H  -19.17  -11.72  -1.66
C  -28.49  -22.23  -3.23
C  -35.43  -22.19  -2.25
H  -32.08  -27.20  -6.72
H  -31.32  -27.50  -5.14
H  -30.79  -21.08  5.35
C  -22.97  -23.62  -6.44
H  -21.02  -13.44  -9.84
C  -31.67  -9.45  -4.35
H  -22.11  -13.82  -3.67
H  -33.28  -21.68  -1.12
H  -30.74  -17.87  -5.30
F  -29.46  -22.01  -2.34
N  -31.78  -10.83  -4.76
H  -34.17  -28.61  -6.00
H  -26.12  -14.96  -2.80
C  -22.45  -11.61  -3.79
H  -20.96  -12.96  -4.59
H  -21.73  -14.02  -1.22
H  -25.34  -21.99  -4.07
S  -24.06  -16.96  -7.49
H  -27.67  -13.23  -0.07
H  -22.76  -23.91  -7.48
H  -19.26  -11.53  -3.37
O  -27.85  -22.88  -5.58
H  -31.26  -17.55  6.01
H  -30.77  -9.08  -4.88
C  -28.35  -16.39  -10.28
C  -33.24  -11.30  -2.83
H  -27.18  -16.74  -1.40
H  -29.95  -17.60  3.29
H  -33.06  -12.48  -4.56
H  -22.54  -22.46  -9.10
H  -28.35  -21.43  5.88
H  -17.65  -16.17  -1.15
H  -33.24  -12.46  -11.72
H  -31.56  -17.70  -9.88
H  -32.14  -11.33  -9.02
O  -31.82  -14.20  -8.12
S  -30.65  -18.83  0.14
H  -20.75  -12.51  -13.43
H  -29.63  -13.87  -0.96
N  -30.68  -16.37  -11.24
H  -33.73  -13.92  -12.61
H  -24.64  -21.67  -10.15
H  -22.44  -21.75  -4.71
H  -33.21  -21.53  -6.23
H  -31.27  -12.14  -0.64
H  -26.68  -11.29  -0.08
C  -23.47  -21.68  -5.07
H  -18.42  -13.61  -1.10
H  -37.41  -24.17  -2.47
H  -21.97  -12.64  -8.49
H  -24.30  -20.74  -2.28
H  -21.76  -21.38  -7.05
H  -28.13  -11.70  5.85
C  -30.10  -13.80  0.05
H  -25.52  -22.87  -6.06
H  -23.05  -15.06  -10.87
H  -33.04  -10.00  -1.22
C  -28.65  -17.34  -2.76
C  -31.95  -15.56  -11.29
H  -36.40  -21.89  -2.70
C  -31.98  -17.63  0.50
S  -26.49  -11.75  -3.19
H  -21.32  -10.34  -1.51
C  -23.72  -21.65  -2.57
H  -31.51  -11.96  -6.52
H  -35.58  -19.82  -3.18
H  -20.91  -10.17  -4.47
C  -21.53  -12.97  -1.33
H  -26.17  -12.13  -6.93
C  -21.63  -10.30  -3.60
C  -23.08  -21.54  -8.77
H  -35.41  -21.83  -1.21
C  -31.67  -9.32  -2.85
C  -25.29  -22.65  -8.23
H  -34.56  -19.78  -1.76
C  -22.85  -21.24  -7.32
H  -30.78  -10.29  -6.59
H  -27.80  -15.85  -9.51
O  -23.66  -18.32  -7.83
H  -30.99  -16.84  -3.83
C  -21.65  -12.54  -12.79
H  -32.52  -19.30  -3.12
H  -28.06  -12.98  3.78
C  -27.89  -13.07  1.01
H  -29.78  -20.20  2.86
C  -29.75  -15.96  -10.18
H  -32.58  -12.02  -2.31
H  -29.61  -13.92  2.17
H  -33.79  -10.75  -7.09
H  -28.49  -17.98  -12.45
H  -36.56  -25.25  -1.30
H  -29.42  -28.52  -4.71
F  -34.58  -14.63  -6.78
H  -24.95  -23.66  -8.50
H  -32.14  -21.45  -4.93
C  -30.63  -11.64  -4.29
H  -30.29  -29.26  -8.23
C  -25.89  -12.69  -7.80
N  -29.21  -19.74  4.97
H  -30.98  -25.18  -7.46
H  -22.48  -12.18  -13.47
H  -23.02  -20.22  -7.04
C  -27.12  -10.82  0.81
C  -22.83  -11.67  -10.85
H  -28.42  -19.95  7.04
H  -27.48  -20.35  -6.38
C  -28.17  -18.25  -4.89
H  -30.20  -16.22  -9.24
H  -30.89  -14.55  0.09
H  -34.58  -23.99  -1.55
C  -31.29  -17.67  4.91
H  -23.69  -11.43  -11.53
H  -29.39  -15.75  -5.78
H  -32.59  -19.09  -5.56
C  -28.60  -16.88  -12.62
C  -28.37  -18.42  -6.41
C  -19.83  -11.60  -2.47
H  -31.46  -13.96  -12.73
C  -29.85  -28.31  -8.10
H  -20.73  -11.77  -10.95
O  -31.90  -14.38  -5.70
O  -30.09  -23.53  -4.73
C  -29.12  -28.69  -5.72
H  -30.79  -12.68  -4.57
H  -34.17  -22.93  -4.34
F  -33.88  -15.99  -8.33
H  -24.03  -22.40  -1.81
C  -35.32  -23.71  -2.28
H  -32.80  -9.70  -9.21
C  -33.16  -21.18  -5.18
H  -22.06  -23.60  -5.86
H  -20.09  -9.50  -2.22
H  -17.42  -15.39  -2.61
C  -33.04  -21.85  -2.18
H  -22.28  -14.29  -8.80
C  -27.74  -16.22  -11.58
H  -32.48  -15.61  -10.34
H  -31.06  -13.61  -11.07
N  -20.67  -12.80  -2.48
H  -18.82  -16.43  -2.35
H  -30.01  -15.31  -12.96
C  -27.61  -20.94  1.70
H  -29.78  -11.17  -4.73
H  -25.96  -13.73  -7.46
C  -33.41  -19.64  -5.11
C  -27.39  -19.43  -6.96
H  -35.04  -24.18  -3.23
C  -28.51  -11.19  4.91
H  -31.85  -18.08  -11.59
H  -29.40  -18.72  -6.63
H  -32.12  -29.60  -7.22
H  -33.14  -28.85  -4.47
H  -27.86  -14.60  -2.40
H  -25.07  -12.92  -10.47
F  -33.97  -16.62  -6.25
C  -31.68  -10.88  -6.31
C  -32.16  -10.31  -8.59
H  -32.64  -19.41  5.06
H  -28.87  -18.00  6.04
H  -32.72  -22.85  -2.47
H  -19.12  -13.85  -3.53
H  -32.98  -9.26  -6.79
H  -24.97  -20.62  -8.78
H  -27.39  -9.81  0.67
C  -21.61  -12.86  -3.73
H  -23.76  -12.26  -7.69
C  -31.62  -19.14  4.75
H  -31.65  -19.42  3.68
H  -26.44  -10.85  1.64
C  -24.35  -13.18  -9.66
H  -28.95  -11.54  -0.90
H  -32.60  -8.96  -4.72
H  -28.88  -10.32  2.50
H  -29.16  -29.75  -5.95
C  -30.02  -16.35  -12.57
H  -21.40  -10.55  -11.97
C  -27.97  -11.90  3.67
H  -33.83  -9.27  -2.47
H  -28.18  -16.60  -13.62
H  -22.64  -21.54  -2.51
C  -31.82  -14.07  -11.70
H  -31.62  -8.24  -2.58
C  -26.60  -10.01  -3.71
C  -34.52  -19.97  -2.85
O  -29.56  -21.25  -5.38
H  -31.49  -30.08  -5.67
H  -20.97  -12.65  -0.44
H  -31.47  -27.11  -8.98
H  -32.44  -16.03  -12.15
H  -22.55  -20.75  -9.27
H  -26.74  -15.53  -5.05
H  -24.14  -23.35  -3.85
N  -34.27  -21.47  -2.94
C  -33.00  -9.91  -2.27
N  -28.30  -11.71  1.09
H  -29.69  -10.37  0.26
H  -31.14  -12.32  1.15
H  -30.49  -11.52  -3.22
H  -33.90  -10.96  -4.89
O  -31.29  -16.36  -7.12
C  -29.90  -17.44  4.34
H  -28.22  -17.48  -10.04
F  -26.73  -9.20  -2.71
H  -22.13  -14.54  -13.20
C  -33.26  -13.57  -11.65
C  -29.08  -14.01  1.16
H  -36.92  -23.57  -0.89
H  -29.56  -15.05  -4.14
C  -30.42  -17.64  -4.29
H  -26.37  -22.60  -8.39
C  -19.81  -14.06  -2.67
H  -30.52  -18.50  -3.61
C  -34.23  -21.87  -4.38
S  -32.00  -15.11  -6.97
H  -24.53  -14.23  -9.36
C  -28.96  -20.40  3.60
C  -30.58  -19.98  5.48
C  -21.87  -13.98  -12.34
F  -27.73  -23.21  -2.75
H  -33.80  -18.23  -3.50
C  -33.06  -11.43  -4.29
H  -26.75  -20.64  1.09
F  -31.63  -16.94  1.61
H  -28.57  -18.38  -2.50
H  -28.36  -26.48  -6.42
C  -36.60  -24.26  -1.72
H  -28.49  -20.82  1.11
C  -30.41  -27.24  -9.08
H  -32.23  -21.13  -2.46
H  -28.10  -28.40  -5.89
H  -29.60  -11.27  5.01
H  -28.73  -15.03  1.12
H  -29.71  -26.13  -5.47
H  -27.88  -18.20  4.63
H  -23.61  -20.56  -5.18
C  -31.09  -17.77  -10.89
H  -26.97  -13.22  1.58
C  -24.53  -21.59  -9.07
N  -29.98  -27.82  -6.68
H  -24.58  -11.25  -8.77
H  -27.67  -14.14  -4.68
H  -29.46  -16.45  4.47
F  -22.00  -16.64  -5.81
H  -26.39  -19.04  -6.92
H  -29.84  -11.77  2.58
H  -28.72  -28.38  -8.21
H  -29.79  -14.84  -10.23
H  -33.77  -13.89  -10.74
C  -29.42  -11.40  0.06
H  -29.45  -16.88  -2.20
H  -29.03  -21.49  3.80
H  -22.32  -9.48  -3.41
C  -25.05  -22.25  -6.79
H  -23.99  -14.09  -11.93
C  -23.02  -14.08  -11.39
H  -30.62  -16.97  -13.27
H  -28.54  -19.19  -4.41
C  -29.89  -25.43  -7.57
H  -30.12  -25.20  -9.66
H  -28.55  -26.11  -9.32
F  -25.52  -9.60  -4.36
H  -32.01  -16.98  4.39
H  -27.69  -19.63  -7.96
H  -22.43  -12.36  -1.40
H  -30.23  -18.43  -10.90
H  -23.79  -24.23  -6.08
O  -26.17  -12.44  -4.42
C  -30.59  -12.41  0.17
H  -35.18  -21.54  -4.85
C  -23.33  -16.58  -5.79
H  -28.28  -10.16  4.80
F  -27.75  -21.14  -3.12
O  -30.91  -19.80  1.14
H  -26.78  -20.28  3.65
H  -26.76  -12.57  -8.45
C  -32.81  -10.26  -7.14
C  -29.41  -26.36  -6.50
N  -28.97  -17.19  -4.24
C  -28.85  -11.40  2.48
C  -19.03  -14.45  -1.45
C  -31.37  -27.85  -6.18
H  -20.47  -14.94  -2.88
H  -27.11  -18.20  -4.69
C  -21.56  -11.58  -11.64
C  -28.88  -18.33  5.01
H  -27.17  -20.14  5.66
H  -19.72  -14.70  -0.65
C  -27.55  -15.18  -4.44
H  -27.64  -15.18  -11.92
C  -33.48  -19.23  -3.65
O  -29.45  -18.12  0.39
C  -27.27  -16.71  -2.49
H  -31.18  -9.86  -8.59
H  -26.96  -11.73  3.39
H  -28.21  -17.47  -6.95
O  -27.84  -12.03  -2.71
H  -20.97  -14.44  -11.89
F  -33.18  -18.17  0.61
H  -34.24  -11.66  -2.56
N  -23.58  -22.23  -6.39
H  -30.80  -9.75  -2.41
C  -28.21  -20.35  5.96
F  -27.74  -9.84  -4.46
H  -25.44  -21.21  -6.65
H  -34.35  -19.45  -5.64
H  -33.83  -30.17  -5.31